{"formula": "C14H18BBr36N2O", "method": "the ωB97M-V functional and the def2-TZVPD basis", "symbols": ["C", "B", "N", "O", "C", "N", "H", "H", "H", "H", "H", "H", "C", "Br", "Br", "Br", "H", "C", "Br", "Br", "Br", "H", "C", "Br", "Br", "Br", "H", "C", "Br", "Br", "Br", "H", "C", "Br", "Br", "Br", "H", "C", "Br", "Br", "Br", "H", "C", "Br", "Br", "Br", "H", "C", "Br", "Br", "Br", "H", "C", "Br", "Br", "Br", "H", "C", "Br", "Br", "Br", "H", "C", "Br", "Br", "Br", "H", "C", "Br", "Br", "Br", "H"], "coordinates": [[3.50, -0.15, 3.48], [4.67, 0.51, 4.44], [4.41, 0.06, 5.89], [6.09, 0.29, 3.95], [6.37, -0.97, 3.78], [6.44, -2.11, 3.92], [2.84, -0.86, 4.06], [2.85, 0.67, 3.07], [3.87, -0.72, 2.59], [4.49, 1.71, 4.43], [4.64, 0.88, 6.47], [5.07, -0.66, 6.21], [4.33, 2.01, 0.33], [3.16, 0.64, -0.40], [3.60, 2.81, 1.93], [6.12, 1.35, 0.60], [4.39, 2.80, -0.41], [-0.30, 0.26, 2.44], [0.32, -1.53, 2.76], [-2.21, 0.31, 2.14], [0.23, 1.49, 3.83], [0.17, 0.60, 1.52], [-3.62, -1.55, -1.86], [-5.08, -1.70, -0.60], [-3.78, 0.04, -2.95], [-1.91, -1.66, -0.99], [-3.70, -2.40, -2.53], [3.28, 6.72, 3.81], [2.98, 4.97, 4.56], [4.54, 7.75, 4.86], [3.81, 6.63, 1.96], [2.34, 7.25, 3.85], [-8.47, -4.06, -0.39], [-8.42, -3.79, -2.30], [-6.80, -4.76, 0.28], [-9.00, -2.46, 0.55], [-9.23, -4.81, -0.20], [-0.38, -1.27, -4.69], [-0.70, -3.04, -3.96], [0.88, -0.27, -3.62], [0.16, -1.35, -6.55], [-1.32, -0.74, -4.66], [-7.63, -4.74, 4.22], [-7.00, -6.53, 4.56], [-9.54, -4.69, 3.93], [-7.09, -3.51, 5.61], [-7.16, -4.41, 3.30], [4.68, -0.88, -4.66], [4.34, -2.64, -3.91], [5.95, 0.12, -3.60], [5.22, -0.99, -6.52], [3.74, -0.34, -4.63], [-8.75, -8.24, -0.54], [-9.93, -9.60, -1.27], [-9.49, -7.44, 1.05], [-6.97, -8.92, -0.25], [-8.68, -7.46, -1.29], [0.08, 6.26, -0.20], [1.60, 6.66, -1.32], [0.07, 4.41, 0.36], [-0.03, 7.46, 1.31], [-0.81, 6.42, -0.80], [7.67, 3.71, -2.80], [7.73, 4.31, -4.63], [5.85, 3.43, -2.20], [8.77, 2.14, -2.52], [8.08, 4.50, -2.19], [-2.18, 2.39, -6.44], [-3.87, 2.48, -5.52], [-2.18, 1.02, -7.80], [-1.65, 4.11, -7.15], [-1.43, 2.10, -5.70]], "e_tot_ev": -2542041.7067, "gap_ev": 5.478, "homo_energy_ev": -4.78, "total_charge": -1}

***

{"formula": "C14H18BN2O6", "method": "the ωB97M-V functional and the def2-TZVPD basis", "symbols": ["C", "C", "C", "C", "N", "N", "C", "C", "B", "O", "O", "H", "H", "H", "H", "H", "H", "O", "C", "O", "C", "C", "C", "H", "H", "H", "H", "H", "H", "O", "C", "O", "C", "C", "C", "H", "H", "H", "H", "H", "H"], "coordinates": [[-1.18, -0.97, -0.18], [-2.34, -0.62, -0.23], [-3.69, -0.24, -0.40], [-4.79, -1.09, -0.23], [-6.05, -0.79, -0.41], [-6.43, 0.42, -0.73], [-5.46, 1.27, -0.91], [-4.05, 1.09, -0.79], [-2.94, 2.24, -1.03], [-1.65, 1.98, -1.41], [-3.35, 3.55, -0.87], [-0.27, -1.52, 0.02], [-4.57, -2.13, 0.07], [-6.77, -1.50, -0.28], [-5.78, 2.28, -1.20], [-1.08, 1.98, -0.61], [-3.68, 3.69, 0.03], [1.79, -1.69, 0.43], [2.30, -2.22, -0.53], [3.61, -2.11, -0.81], [3.90, -2.75, -2.07], [2.76, -3.74, -2.28], [1.60, -3.03, -1.60], [3.93, -1.99, -2.85], [4.87, -3.24, -2.02], [2.58, -3.97, -3.32], [2.98, -4.67, -1.76], [1.08, -2.35, -2.27], [0.90, -3.73, -1.15], [0.83, 1.65, 0.63], [1.61, 1.98, 1.49], [1.35, 2.96, 2.37], [2.51, 3.18, 3.20], [3.30, 1.89, 3.13], [2.98, 1.40, 1.72], [3.07, 4.04, 2.80], [2.20, 3.42, 4.21], [4.37, 2.02, 3.32], [2.92, 1.18, 3.86], [3.67, 1.81, 0.98], [2.97, 0.32, 1.66]], "e_tot_ev": -30745.1022, "gap_ev": 7.267, "homo_energy_ev": -12.45, "total_charge": 1}